4 unconnected molecules or ions with the total composition C37H73FNO7P, computed with ωB97M-V/def2-TZVPD.

Last column: Mulliken charge in e.
Positions of all 120 atoms, in Å:
C 3.6514 -2.3516 3.2944  -0.749
C 4.4263 -1.3177 2.5201  0.036
O 3.9523 -0.0334 2.8831  -0.393
C 4.3815 1.0676 2.0942  -0.757
C 3.2075 1.9138 1.6444  -0.926
C 2.8099 1.7829 0.1882  -0.652
C 2.7946 0.3541 -0.3157  0.092
C 2.0841 0.1618 -1.6618  -0.993
C 1.0042 -0.8529 -1.6181  -0.029
C -0.2427 -0.7449 -1.1105  1.274
P -0.8673 0.6947 -0.2612  0.553
N -0.4502 0.8882 1.2415  -0.608
C -1.1956 -1.8730 -1.2510  -0.131
O -2.4193 -1.7185 -1.4264  -0.608
C -0.5157 -3.1929 -1.1954  1.058
F -1.2703 -4.1743 -0.6802  -0.430
C 0.7266 -3.3651 -1.7006  0.181
C 1.5107 -4.6200 -1.7181  -1.511
C 2.5828 -4.6345 -0.6348  -1.456
C 2.2104 -4.2915 0.7969  0.819
C 1.8334 -5.4879 1.6700  -0.941
C 0.4888 -5.4837 2.3842  -1.282
C 0.1059 -4.2215 3.1519  0.162
C -1.3419 -3.8060 3.0334  -0.662
C -1.8080 -2.9993 4.2298  -0.788
C -3.2378 -2.4961 4.1282  -1.020
C -3.3956 -1.0142 3.8419  -0.209
C -4.6184 -0.4565 4.5340  -0.933
O -5.2737 0.5885 3.8421  -0.282
C -4.4531 1.6838 3.5455  -0.980
C 1.3475 -2.1598 -2.2736  -0.195
O 2.1123 -2.2101 -3.2489  -0.654
H 3.3013 -1.8979 4.2042  0.464
H 4.2598 -3.2015 3.5479  0.381
H 2.7889 -2.6866 2.7451  -0.255
H 5.4794 -1.3998 2.7450  0.382
H 4.2896 -1.4516 1.4549  0.144
H 5.0539 1.6625 2.6918  0.399
H 4.9404 0.6934 1.2506  0.405
H 2.3603 1.6521 2.2563  0.335
H 3.4273 2.9501 1.8452  0.457
H 3.4583 2.3627 -0.4505  0.509
H 1.8181 2.1958 0.0856  0.126
H 3.8122 0.0341 -0.4577  0.534
H 2.3640 -0.2956 0.4306  -0.132
H 1.7035 1.1020 -2.0296  0.123
H 2.7873 -0.1836 -2.3973  0.595
H -2.2427 0.6036 -0.4268  0.111
H -0.5158 1.7587 -1.1054  -0.278
H 0.1460 0.1641 1.6077  0.207
H 0.8560 -5.4737 -1.6670  0.429
H 2.0251 -4.6784 -2.6644  0.426
H 3.0287 -5.6148 -0.6452  0.624
H 3.3582 -3.9546 -0.9533  0.526
H 3.0838 -3.8266 1.2222  -0.266
H 1.4495 -3.5291 0.8258  0.131
H 1.8664 -6.3609 1.0361  0.383
H 2.6004 -5.6414 2.4099  0.412
H -0.2931 -5.7637 1.6965  0.525
H 0.5406 -6.2799 3.1088  0.365
H 0.2631 -4.4183 4.2013  0.706
H 0.7584 -3.3972 2.9091  -0.411
H -1.9380 -4.7025 2.9719  0.367
H -1.5237 -3.2170 2.1445  0.065
H -1.7171 -3.6159 5.1072  0.394
H -1.1450 -2.1530 4.3362  0.340
H -3.7454 -3.0387 3.3458  0.439
H -3.7675 -2.7275 5.0409  0.558
H -3.5199 -0.8450 2.7862  0.202
H -2.5059 -0.4872 4.1367  0.433
H -5.3607 -1.2322 4.6223  0.438
H -4.3727 -0.1343 5.5391  0.309
H -4.3141 1.7457 2.4761  0.341
H -4.9361 2.6002 3.8454  0.288
H -3.4921 1.6363 4.0308  0.437
C 2.9573 5.0375 -5.2107  -1.139
C 2.8846 4.0733 -4.0411  0.181
O 2.6147 4.6853 -2.7915  -0.463
C 1.3893 5.3829 -2.6985  -0.411
C 0.1691 4.5139 -2.9484  -0.635
H 3.6965 5.8148 -5.0171  0.324
H 3.2511 4.4926 -6.1065  0.210
H 2.0000 5.5222 -5.4096  0.336
H 3.8493 3.5867 -3.9117  0.148
H 2.1575 3.2792 -4.2491  0.184
H 1.3764 6.2532 -3.3656  0.302
H 1.3726 5.7645 -1.6785  0.399
H 0.1283 4.1375 -3.9708  0.269
H -0.7435 5.0818 -2.7695  0.459
H 0.1796 3.6560 -2.2744  -0.109
C 7.1700 1.6504 -6.4287  -1.180
C 5.8378 1.2585 -5.8131  -0.252
O 4.7413 2.0356 -6.2551  -0.300
C 4.4748 1.9935 -7.6437  -0.306
C 4.1532 0.6083 -8.1772  -1.114
H 7.3730 2.7074 -6.2567  0.310
H 7.9700 1.0653 -5.9767  0.410
H 7.1972 1.4694 -7.5036  0.283
H 5.8647 1.4194 -4.7359  0.288
H 5.6448 0.1911 -5.9710  0.300
H 5.3017 2.4372 -8.2110  0.333
H 3.6138 2.6486 -7.7735  0.275
H 5.0030 -0.0704 -8.1011  0.278
H 3.8782 0.6739 -9.2295  0.391
H 3.3202 0.1722 -7.6262  0.286
C -7.9841 2.7897 2.9780  -0.924
C -8.5851 1.9738 4.1102  -0.195
O -9.7229 2.5712 4.7079  -0.445
C -10.8224 2.7884 3.8488  -0.313
C -11.3858 1.5257 3.2180  -1.025
H -7.7410 3.7941 3.3276  0.246
H -7.0729 2.3114 2.6236  0.263
H -8.6604 2.8899 2.1278  0.330
H -7.8599 1.8817 4.9164  0.232
H -8.8106 0.9561 3.7734  0.262
H -10.5695 3.5181 3.0696  0.291
H -11.5749 3.2523 4.4850  0.342
H -10.6749 1.0504 2.5418  0.260
H -12.2779 1.7682 2.6409  0.389
H -11.6554 0.8042 3.9891  0.280

HOMO level	-9.02	eV
Kohn-Sham gap	7.29	eV
LUMO	-1.7272	eV
relative energy (zero: lowest compared OMol25 entry of this formula, charge and spin)	0.0	kJ/mol
E_tot	-2476.0605	Eh
max |F|	3.006	eV Å⁻¹
SMILES string	CCOCCCCCC1=C([PH2]=N)C(=O)C(F)=C(CCCCCCCCCCCOC)C1=O.CCOCC.CCOCC.CCOCC

A molecular structure, C22H25N3O4, computed with ωB97M-V/def2-TZVPD.

Last column: Mulliken charge in e.
Positions of all 54 atoms, in Å:
C -3.5045 0.4952 2.1397  -0.593
H -3.0429 0.1397 3.0470  0.343
O -4.0710 -0.4414 1.2597  -0.390
C -2.9833 -1.1035 0.5434  0.774
C -3.4004 -1.8613 -0.4475  -0.595
C -2.4167 -2.8613 -1.1497  -0.488
C -0.9301 -2.7926 -0.9248  -0.214
C -0.7928 -1.7566 -0.0458  -0.250
C -1.6710 -0.9921 0.6308  0.665
H -1.2057 -0.2711 1.4634  -0.533
H 0.2315 -1.8512 0.1604  0.454
O -0.4760 -3.6248 -1.7846  -0.401
C 1.0734 -3.2338 -1.7012  -0.596
C 1.4138 -2.4600 -2.6923  -1.171
N 1.0756 -0.9394 -2.3424  -0.151
C 2.1069 -0.4036 -1.5413  0.329
O 3.2241 -0.6263 -1.1218  -0.668
C 1.5170 1.0315 -1.1429  0.273
N 1.3333 1.9281 -2.2289  -0.083
C 0.6018 1.7969 -3.2632  0.667
O -0.4405 1.2151 -3.3230  -0.661
C 0.8641 2.7187 -4.4435  -1.122
H 0.8527 3.7992 -3.9667  0.286
H 1.8069 2.4938 -4.9116  0.326
H -0.3090 2.9373 -5.1785  0.261
H 2.2674 2.5020 -2.3281  0.360
H 0.4826 1.0694 -0.8641  0.314
C 2.0395 1.5676 0.0514  -1.349
C 1.9370 0.8846 1.2768  -0.023
C 2.4146 -0.2219 1.8506  -0.349
N 1.6183 -0.6035 2.9402  -0.153
C 0.7280 0.4650 3.1851  -0.019
C -0.1228 0.4126 4.3629  -0.914
C -0.8759 1.6233 4.3516  -0.358
C -0.8941 2.5333 3.3412  -1.305
C -0.2224 2.2603 2.3322  0.656
C 0.6762 1.4633 2.1942  0.544
H 0.0581 2.9764 1.6154  0.270
H -1.6621 3.2763 3.4214  0.371
H -1.6499 1.4433 5.1063  0.395
H 0.0303 -0.3444 5.2433  0.277
H 2.0947 -1.6160 3.4592  0.385
H 3.2173 -0.8131 1.2925  0.384
H 3.3872 1.5976 -0.1715  0.353
H 1.8956 2.6998 -0.0022  0.371
H 0.2414 -0.5448 -2.4024  0.320
H 2.6244 -2.3825 -2.7340  0.296
H 1.0569 -2.4674 -3.5242  0.899
H 1.3065 -3.1975 -0.7337  0.697
H 1.4297 -4.5207 -2.1315  0.216
H -2.9419 -3.5985 -1.8398  0.270
H -4.5547 -2.1791 -0.5946  0.207
H -4.6263 1.0613 2.5603  0.201
H -2.8126 1.3167 1.7069  0.219

HOMO level	-7.99	eV
Kohn-Sham gap	8.36	eV
LUMO	0.3702	eV
relative energy (zero: lowest compared OMol25 entry of this formula, charge and spin)	1967.8	kJ/mol
E_tot	-1317.8981	Eh
max |F|	18.699	eV Å⁻¹

A molecular structure, C4H4FeO2, computed with ωB97M-V/def2-TZVPD.

Last column: Mulliken charge in e.
Positions of all 11 atoms, in Å:
H 0.2767 0.9281 1.7222  0.367
O -0.9394 2.1013 -2.1559  0.058
C -0.5727 1.1523 -1.6039  0.698
C -0.2525 0.0153 -1.0020  -0.419
C 0.3016 -0.0744 1.2679  0.407
C 1.1489 -0.2594 0.1160  -0.405
H -0.4206 -0.8894 -1.5891  0.464
H 1.3950 -1.3216 0.0045  0.327
H 1.8463 0.5800 0.0118  0.396
O -0.8802 -0.5649 1.0919  -0.539
Fe -1.9031 -1.6673 2.1367  1.646

total charge	+3
HOMO level (alpha / beta)	-24.88 / -26.55	eV
Kohn-Sham gap (alpha / beta)	8.77 / 9.35	eV
LUMO (alpha / beta)	-16.1099 / -17.2003	eV
relative energy (zero: lowest compared OMol25 entry of this formula, charge and spin)	196.1	kJ/mol
⟨S²⟩	8.77
E_tot	-1567.4470	Eh
max |F|	6.846	eV Å⁻¹
multiplicity	6

A molecular structure, C21H17AgN6O4S, computed with ωB97M-V/def2-TZVPD.

Last column: Mulliken charge in e.
Positions of all 50 atoms, in Å:
Ag -18.8266 -0.5117 3.4886  0.177
C -15.3052 0.0443 6.1603  -0.558
C -14.7743 -1.2126 6.4004  -0.553
C -15.4333 -2.2851 5.8365  -0.611
C -16.5977 -2.1180 5.0552  0.544
N -17.0009 -0.8512 4.7637  0.303
C -16.3663 0.1841 5.3006  -0.351
C -17.4095 -3.2442 4.5125  0.543
C -17.1841 -4.5784 4.8953  -0.612
C -17.8822 -5.6184 4.2785  -0.600
C -18.7872 -5.3188 3.2835  -0.459
C -19.0353 -3.9728 3.0039  -0.407
N -18.3464 -2.9695 3.5806  0.225
H -14.8382 0.9458 6.5754  0.328
H -13.9133 -1.3306 7.0411  0.405
H -15.0885 -3.2937 6.0303  0.258
H -16.7141 1.1783 4.9986  0.413
H -16.4350 -4.7825 5.6463  0.294
H -17.6680 -6.6566 4.5200  0.385
H -19.2701 -6.1120 2.6899  0.346
H -19.7324 -3.6752 2.2043  0.367
C -22.1436 -1.5491 12.0804  -1.299
C -21.7884 -1.7582 10.6309  1.057
C -21.2884 -0.7024 9.8930  -0.682
C -20.8905 -0.8365 8.5638  -0.686
C -21.0774 -2.0439 7.9192  -0.332
C -21.5530 -3.1583 8.6675  -0.533
C -21.9157 -3.0237 9.9908  -0.582
S -20.2710 -2.2496 6.2467  1.349
O -21.1010 -3.3497 5.7120  -0.778
O -18.8781 -2.4784 6.6056  -0.585
N -20.3283 -0.9385 5.3655  -0.062
C -21.4985 -0.1762 5.0390  -0.223
C -21.5169 0.8381 3.8489  0.280
O -22.5460 1.5511 3.7445  -0.776
O -20.4658 0.8293 3.1282  -0.564
H -22.0737 -0.4721 12.3330  0.306
H -21.4924 -2.1378 12.7648  0.264
H -23.1511 -1.8747 12.3525  0.316
H -21.1461 0.2291 10.3885  0.244
H -20.4005 -0.0355 8.0776  0.512
H -21.6022 -4.1266 8.1689  0.393
H -22.2631 -3.8710 10.5441  0.366
H -21.7171 0.4706 5.9074  0.177
H -22.3691 -0.8525 4.9095  0.286
N -17.8680 -0.3620 1.5609  -0.524
C -16.9975 -0.3808 0.7759  0.495
N -16.0255 -0.4895 -0.1057  -0.707
C -15.1418 0.5248 -0.2096  0.473
N -14.3350 1.3783 -0.3650  -0.624

total charge	-2
HOMO level	-1.29	eV
Kohn-Sham gap	5.44	eV
LUMO	4.1481	eV
relative energy (zero: lowest compared OMol25 entry of this formula, charge and spin)	0.0	kJ/mol
E_tot	-1985.1207	Eh
max |F|	3.132	eV Å⁻¹